1.
Density functional theory data (the ωB97M-V functional and the def2-TZVPD basis) for 8 unconnected molecules or ions with the total composition C48H46BrFN7O15 in a non-equilibrium geometry.

XYZ file:
```
118
Properties=species:S:1:pos:R:3:forces:R:3
C -2.10961 2.45704 -1.01260 0.02 -0.36 -0.27
C -1.14016 3.09694 -2.00687 -0.41 0.02 0.26
C -0.20439 4.25895 -1.61917 1.19 -0.42 -1.45
Br -0.77916 4.88807 0.43814 -0.30 0.44 0.88
C 1.19498 4.00285 -1.67659 -1.36 -0.92 -0.53
O 1.46335 2.63898 -1.21678 0.41 0.26 0.22
C 1.85536 4.23907 -3.00295 0.77 0.44 0.28
C 1.54531 3.33497 -4.19447 -0.20 0.16 -0.12
F 1.96588 2.00772 -3.99841 -0.04 0.13 -0.02
H -1.54891 2.00228 -0.19004 -0.20 0.19 0.04
H -2.87407 3.13486 -0.62808 0.27 0.01 0.06
H -2.63731 1.64696 -1.54044 0.03 0.05 0.12
H -1.73335 3.44708 -2.86567 0.12 0.03 0.09
H -0.48426 2.29474 -2.37271 -0.09 0.15 0.08
H -0.44251 5.17113 -2.16929 -0.12 -0.03 0.28
H 1.70270 2.75654 -0.29188 -0.10 -0.04 -0.03
H 1.61590 5.25915 -3.34688 0.06 -0.14 0.09
H 2.95256 4.20837 -2.87113 -0.15 0.10 -0.13
H 0.47266 3.31419 -4.43160 0.15 -0.11 0.16
H 2.08110 3.69369 -5.08743 -0.02 -0.04 0.11
C 1.57801 8.91170 4.68066 0.01 -0.01 -0.03
C 2.20232 7.68106 4.52482 0.00 0.01 -0.01
C 2.43495 7.17294 3.25586 -0.01 0.01 0.01
C 2.03485 7.91990 2.16386 -0.06 -0.05 0.01
C 1.40511 9.14343 2.29217 0.01 0.00 0.01
C 1.17832 9.63913 3.56703 0.01 -0.01 0.01
N 2.29075 7.38520 0.80790 -0.14 -0.14 0.06
O 2.83636 6.30900 0.73195 0.15 0.10 -0.06
O 1.93656 8.06669 -0.13308 0.08 0.06 -0.05
H 1.39819 9.30331 5.67394 -0.01 -0.01 -0.01
H 2.50655 7.11043 5.39252 -0.01 0.01 -0.01
H 2.90895 6.21519 3.09997 -0.02 0.01 -0.01
H 1.10189 9.68077 1.40591 0.00 -0.03 0.00
H 0.68467 10.59453 3.68915 0.00 -0.01 0.00
C -0.87024 -0.90424 -1.15542 0.00 0.09 0.02
C -2.03932 -1.51728 -0.72617 0.00 0.05 -0.03
C -2.08404 -2.14841 0.50519 0.01 0.01 -0.06
C -0.93632 -2.14798 1.28048 -0.03 0.05 0.03
C 0.24173 -1.53505 0.87898 -0.02 0.02 -0.05
C 0.26547 -0.90339 -0.35446 0.05 -0.04 0.01
N -0.97201 -2.83230 2.57769 0.00 -0.20 -0.04
O -2.00423 -3.38979 2.91049 -0.05 0.16 -0.01
O 0.04369 -2.85416 3.24866 -0.08 0.12 -0.02
H -0.84396 -0.39532 -2.11037 0.01 0.02 0.03
H -2.92942 -1.49185 -1.34129 0.07 0.02 0.05
H -2.98224 -2.63437 0.85543 0.02 0.00 0.00
H 1.10865 -1.55115 1.52286 -0.01 0.00 0.02
H 1.16003 -0.39581 -0.69197 -0.04 0.04 0.01
C 3.76056 -4.58863 3.33385 0.00 0.01 -0.01
C 5.13999 -4.49009 3.20491 0.02 0.03 0.01
C 5.79628 -3.34168 3.61980 -0.04 -0.02 0.00
C 5.04145 -2.31355 4.15728 0.02 0.01 0.00
C 3.66585 -2.38414 4.28766 -0.01 -0.03 -0.01
C 3.02306 -3.54019 3.86954 0.09 -0.07 0.03
N 5.73862 -1.09620 4.62115 -0.01 0.00 0.00
O 6.94537 -1.04929 4.48003 -0.02 0.00 0.00
O 5.06784 -0.21796 5.12268 0.02 -0.03 -0.02
H 3.25282 -5.49002 3.01313 0.00 0.00 0.00
H 5.70862 -5.30853 2.78352 -0.01 0.00 0.00
H 6.86732 -3.23491 3.53497 -0.01 0.02 0.01
H 3.11845 -1.55321 4.70764 0.02 0.00 0.00
H 1.95151 -3.62446 3.96477 0.03 0.02 0.00
C -6.54385 -4.58705 -5.77728 0.01 0.01 0.02
C -5.38193 -5.24581 -5.39618 0.00 0.01 0.02
C -4.73815 -4.89761 -4.21874 -0.03 0.01 -0.03
C -5.28652 -3.88824 -3.44777 0.00 0.00 0.00
C -6.44039 -3.21354 -3.80504 0.00 -0.02 -0.04
C -7.07018 -3.57368 -4.98654 0.01 0.00 0.02
N -4.61112 -3.51521 -2.19057 -0.01 0.04 -0.03
O -3.58443 -4.09409 -1.90417 -0.08 -0.04 0.02
O -5.12322 -2.64025 -1.51606 0.01 -0.07 0.04
H -7.04134 -4.86390 -6.69781 0.01 0.01 0.01
H -4.97278 -6.03208 -6.01643 -0.01 0.01 0.00
H -3.83131 -5.38842 -3.89791 -0.01 0.01 0.01
H -6.82359 -2.42762 -3.17118 0.02 -0.01 0.00
H -7.97229 -3.05893 -5.28907 0.01 -0.01 0.00
C -0.89555 -6.37625 2.27061 0.09 0.00 -0.06
C -1.24297 -7.59390 2.84102 0.01 -0.01 0.00
C -0.44624 -8.71139 2.64454 0.00 0.03 -0.01
C 0.69469 -8.57667 1.87270 0.01 0.00 0.01
C 1.06434 -7.37618 1.29038 -0.03 0.01 0.02
C 0.25425 -6.27006 1.49631 0.01 -0.01 0.00
N 1.55357 -9.75882 1.66717 -0.01 -0.01 -0.01
O 1.20052 -10.80906 2.16743 0.01 0.03 -0.02
O 2.56563 -9.61584 1.01000 -0.02 0.00 0.02
H -1.50961 -5.50061 2.42968 -0.05 -0.08 0.04
H -2.13694 -7.67342 3.44535 0.01 0.00 -0.01
H -0.69296 -9.66985 3.07632 0.02 0.00 -0.01
H 1.96246 -7.32066 0.69306 -0.01 -0.02 0.01
H 0.52222 -5.32029 1.05070 0.00 0.00 0.00
C -8.50169 -1.67774 2.10169 0.01 0.02 -0.01
C -9.11665 -0.43173 2.11163 0.01 0.00 -0.01
C -8.46296 0.67238 1.58639 0.00 -0.03 0.01
C -7.19590 0.49689 1.05903 -0.02 -0.02 0.00
C -6.56134 -0.73200 1.03867 0.01 -0.02 -0.01
C -7.22857 -1.82684 1.56800 -0.01 0.02 -0.01
N -6.49529 1.66978 0.48851 0.02 -0.05 0.08
O -7.07893 2.73582 0.51339 -0.01 -0.03 -0.03
O -5.38630 1.48954 0.03813 -0.04 0.03 -0.05
H -9.01787 -2.53635 2.51207 0.01 0.01 0.00
H -10.10823 -0.31690 2.52957 0.01 -0.01 0.00
H -8.91365 1.65378 1.58195 0.02 -0.01 -0.01
H -5.57236 -0.82639 0.61418 -0.01 0.04 -0.01
H -6.74798 -2.79629 1.55931 -0.01 0.01 0.00
C 6.06982 2.90316 -2.30760 0.01 0.02 0.00
C 5.61243 3.36857 -3.53353 -0.01 -0.05 -0.01
C 6.45559 4.09043 -4.36375 -0.01 -0.04 0.03
C 7.75349 4.32187 -3.94064 0.01 0.00 0.01
C 8.23332 3.87150 -2.72226 -0.04 -0.01 0.00
C 7.37393 3.15719 -1.90186 0.01 0.00 -0.01
N 8.66493 5.07326 -4.82265 0.01 0.02 -0.01
O 8.22702 5.47799 -5.88200 0.01 -0.02 0.03
O 9.80914 5.24482 -4.44532 -0.03 0.00 -0.01
H 5.39541 2.34793 -1.66843 0.00 0.03 0.00
H 4.59282 3.16391 -3.82979 0.02 0.01 -0.04
H 6.12193 4.46950 -5.31817 0.03 0.00 0.01
H 9.25196 4.08259 -2.43339 -0.01 0.00 -0.02
H 7.72455 2.79989 -0.94249 -0.01 0.01 -0.01
```
Positions in Å, forces in eV/Å.

- Electronic energy: -164406.011 eV
- HOMO level: -2.43 eV
- Total charge: -1
- LUMO: 0.416 eV
- Spin multiplicity: 1

2.
Density functional theory data (the ωB97M-V functional and the def2-TZVPD basis) for 8 unconnected molecules or ions with the total composition C48H46F12N3O2S in a non-equilibrium geometry.

XYZ file:
```
112
Properties=species:S:1:pos:R:3:forces:R:3
C 2.02381 -0.88479 -1.94547 -0.89 0.22 1.27
C 0.74268 -0.52187 -1.00887 -0.42 -2.29 -0.99
N -0.26428 -1.38764 -0.89254 2.75 3.91 0.53
C 0.82924 0.88023 -0.24579 0.79 -1.47 1.61
N -0.30291 1.84686 -0.62119 0.44 -1.48 -1.32
C -0.42550 2.03219 -2.11709 1.01 -0.19 -3.42
N -1.42911 1.13262 -2.76777 0.90 -0.14 0.72
S -0.24147 3.32799 0.31237 -7.64 4.64 5.60
O -0.91499 3.00297 1.62837 3.38 -0.77 -3.82
O -1.02535 4.46210 -0.28049 3.62 -3.46 -0.40
C 1.47126 3.92132 0.74376 2.96 1.53 2.46
F 1.28433 5.09263 1.53020 -0.33 -3.57 -2.27
F 2.19066 3.03839 1.58525 -2.14 1.54 -2.46
C 2.37937 4.35835 -0.49608 3.48 1.65 -0.95
F 2.18919 5.68947 -0.89105 -0.34 -3.83 0.80
F 3.72396 4.29750 -0.04101 -3.74 -0.08 -1.05
F 2.30958 3.50769 -1.60542 -0.55 1.60 2.36
H 3.00426 -0.80774 -1.34574 -1.54 0.16 -0.87
H 1.93937 -1.96667 -2.27759 -0.13 1.49 0.21
H 2.01675 -0.13630 -2.80292 0.25 -1.09 0.93
H -0.92039 -0.92800 -0.21909 0.03 -0.83 -0.37
H 0.67398 0.67018 0.87580 0.29 0.36 -1.58
H 1.86029 1.33910 -0.36781 -1.52 -0.30 -0.19
H -1.17541 1.34952 -0.31611 0.31 0.89 0.22
H -0.65939 3.09254 -2.45051 0.23 -1.09 1.23
H 0.59464 1.75677 -2.57857 -1.27 0.76 1.11
H -0.93345 0.66198 -3.54895 -0.62 0.36 0.67
H -1.72769 0.36413 -2.15268 0.10 0.39 -0.39
F 2.63082 -4.86529 -1.25081 0.19 0.13 0.06
C 1.45920 -5.20501 -1.81708 -0.72 -0.23 -0.37
C 1.30200 -5.08241 -3.18771 0.25 0.16 -0.11
C 0.09214 -5.43710 -3.77428 -0.13 -0.04 0.28
C -0.95264 -5.90098 -2.97929 0.00 0.03 -0.02
C -0.78574 -6.01420 -1.60170 0.13 0.16 -0.24
C 0.42976 -5.66957 -1.01923 -0.03 0.00 0.25
H 2.12314 -4.71071 -3.79010 0.01 -0.08 0.03
H -0.03710 -5.35081 -4.84792 0.07 0.00 0.08
H -1.89884 -6.17342 -3.43518 0.10 0.01 0.06
H -1.60091 -6.36990 -0.98276 0.14 0.01 -0.07
H 0.57991 -5.76008 0.05020 0.03 0.00 -0.05
F -4.34407 3.28671 5.32532 0.00 -0.09 0.10
C -4.22651 4.19063 4.33991 0.09 0.62 -0.48
C -3.19442 4.06810 3.42402 0.12 -0.19 0.03
C -3.07561 5.00098 2.39962 -0.38 0.21 0.22
C -3.98363 6.05277 2.30949 0.03 0.01 -0.05
C -5.01351 6.16885 3.23818 0.20 -0.19 -0.06
C -5.13990 5.22948 4.25593 -0.12 -0.03 0.14
H -2.49231 3.24782 3.51524 -0.08 0.03 0.05
H -2.27847 4.91004 1.67459 -0.16 0.08 0.15
H -3.88750 6.78285 1.51246 -0.02 -0.07 0.09
H -5.71792 6.99044 3.16923 0.05 -0.11 0.03
H -5.94117 5.29900 4.98205 0.07 -0.02 -0.01
F -2.00995 -8.51823 -0.09972 0.11 0.00 -0.10
C -2.91515 -8.69285 0.87858 -0.58 -0.14 0.62
C -2.94681 -7.80520 1.94220 0.13 0.13 -0.06
C -3.88673 -7.98294 2.95190 -0.08 -0.26 -0.19
C -4.77656 -9.05212 2.89143 -0.02 0.03 0.05
C -4.73175 -9.93988 1.82060 0.15 0.26 0.08
C -3.79954 -9.75663 0.80507 0.05 -0.09 -0.17
H -2.24063 -6.98364 1.97625 -0.02 -0.05 -0.03
H -3.92546 -7.28994 3.78511 0.04 -0.06 -0.08
H -5.50650 -9.19256 3.68173 0.08 0.01 -0.08
H -5.42276 -10.77451 1.77697 0.08 0.08 -0.03
H -3.75611 -10.43284 -0.04044 0.04 0.04 0.04
F -5.22511 0.77551 1.25748 0.25 0.04 -0.22
C -6.13163 0.57144 2.23351 -0.71 -0.14 0.76
C -6.17874 1.44171 3.31046 0.18 0.13 -0.11
C -7.11707 1.23436 4.31542 -0.08 -0.27 -0.20
C -7.99052 0.15268 4.23689 -0.01 0.02 0.04
C -7.93052 -0.71769 3.15261 0.13 0.25 0.10
C -6.99941 -0.50452 2.14168 0.10 -0.08 -0.20
H -5.48576 2.27289 3.35839 -0.08 -0.09 -0.08
H -7.16742 1.91400 5.15898 0.06 -0.05 -0.09
H -8.71953 -0.01100 5.02357 0.07 0.01 -0.09
H -8.60868 -1.56197 3.09481 0.07 0.09 -0.03
H -6.94435 -1.16695 1.28578 0.02 0.04 0.03
F 7.29424 2.68794 3.91920 -0.04 -0.06 0.08
C 7.44076 3.35688 2.76566 0.10 0.34 -0.57
C 6.33232 3.58342 1.96559 -0.16 -0.06 0.03
C 6.48274 4.28133 0.77181 0.42 0.01 0.08
C 7.74168 4.73518 0.38700 -0.02 0.01 -0.05
C 8.84845 4.49726 1.19655 -0.30 -0.06 0.01
C 8.69697 3.80905 2.39559 0.11 -0.04 0.10
H 5.36174 3.21526 2.27801 0.06 0.01 0.06
H 5.62209 4.47064 0.14262 0.54 0.00 0.16
H 7.85899 5.27580 -0.54644 0.00 -0.05 0.10
H 9.82897 4.84776 0.89372 -0.09 -0.04 0.07
H 9.54596 3.62262 3.04235 -0.07 -0.02 -0.01
F 5.06746 9.28414 -0.11994 0.05 -0.02 -0.08
C 4.15447 9.08879 0.84307 -0.45 -0.08 0.51
C 4.09876 9.96393 1.91544 0.12 0.14 -0.01
C 3.14890 9.76374 2.91089 -0.06 -0.27 -0.20
C 2.27264 8.68466 2.82809 -0.04 0.00 0.06
C 2.34040 7.80846 1.74868 0.16 0.35 0.11
C 3.28404 8.01501 0.74659 0.05 -0.06 -0.06
H 4.79415 10.79326 1.96711 -0.03 -0.05 -0.05
H 3.09151 10.44707 3.75081 0.04 -0.06 -0.09
H 1.53485 8.52744 3.60809 0.07 0.02 -0.08
H 1.65925 6.96710 1.69006 0.20 0.60 0.01
H 3.34786 7.35161 -0.10420 0.14 0.17 0.04
F 0.92538 -5.74583 -7.59189 -0.11 0.19 0.03
C 1.59807 -6.90757 -7.51106 0.44 -0.82 0.06
C 0.94438 -8.04386 -7.05931 -0.18 0.11 0.03
C 1.63902 -9.24608 -6.98047 0.24 0.21 -0.10
C 2.98204 -9.29694 -7.34359 0.00 -0.06 0.01
C 3.62950 -8.14950 -7.79076 -0.27 -0.08 0.09
C 2.93295 -6.94906 -7.88062 0.02 0.21 -0.03
H -0.09916 -7.98403 -6.77294 0.04 0.02 -0.04
H 1.13484 -10.14211 -6.63588 0.02 0.11 -0.02
H 3.52421 -10.23438 -7.27754 -0.05 0.10 -0.01
H 4.67678 -8.18985 -8.06949 -0.11 0.03 0.00
H 3.41930 -6.04799 -8.23528 -0.05 -0.03 0.02
```
Positions in Å, forces in eV/Å.

- Electronic energy: -102519.171 eV
- HOMO level: -10.61 eV
- Total charge: +1
- LUMO: -5.217 eV
- Spin multiplicity: 1